(1)
# C22H44BrCl10O7PS

A 6-piece molecular cluster, C22H44BrCl10O7PS overall at a distorted geometry (ωB97M-V/def2-TZVPD, the Open Molecules 2025 dataset).

Output
LUMO level = 0.47 eV
HOMO level = -0.369 Ha
HOMO-LUMO gap = 10.5 eV

Last column: Löwdin charge in e.
Cartesian coordinates (Å):
H  -9.94336  3.06662  3.73027  0.072
H  4.08564  -10.21331  7.80155  0.072
H  -6.62648  3.71055  -1.66435  0.089
O  1.31503  0.78269  0.32911  -0.155
H  7.53231  -6.86895  5.93269  0.075
C  6.66875  -6.21666  6.06187  -0.674
C  -6.06653  3.43810  -0.75328  -0.083
H  5.87732  3.17509  -6.04511  0.075
H  -6.81426  -1.35409  -4.80375  0.073
C  5.61268  -3.95987  1.05265  -0.654
C  -6.39241  -0.62190  -4.08559  -0.086
C  2.83906  -8.49374  7.52745  -0.657
H  5.89461  5.59748  -6.79720  0.068
H  -6.85324  -0.78858  -3.08942  0.072
H  7.57107  -4.42851  5.24521  0.071
C  -10.70493  1.93809  2.07659  -0.664
H  -1.10826  1.09108  0.78699  0.130
H  2.92230  2.84312  -0.43072  0.129
Br  0.90274  5.69881  -3.71153  0.587
H  -4.46980  0.13869  -4.77218  0.107
H  2.90567  6.47447  -2.29442  0.067
Cl  4.65632  -9.38594  5.68470  0.552
Cl  2.94943  -6.77663  7.06806  0.551
H  2.51228  -8.52254  8.56668  0.072
Cl  5.24232  -4.10271  5.06425  0.534
H  -5.01425  3.77680  -0.75661  0.062
C  2.42086  3.17961  -1.36327  -0.141
H  -10.03950  3.98967  2.22861  0.070
O  -4.26090  -0.49771  -2.74138  -0.220
H  5.16151  4.49166  -7.96265  0.073
C  5.00882  3.82395  -5.93502  -0.625
P  -4.49821  1.02433  -2.10201  0.647
H  -7.29929  1.81373  -0.08837  0.063
Cl  5.04830  4.46570  -4.27199  0.623
H  5.76776  -6.81447  5.93909  -0.001
O  3.28266  -0.47315  -0.59174  -0.271
C  -6.23834  1.92438  -0.39365  -0.321
O  -4.33869  2.08067  -3.18146  -0.302
H  3.18920  3.06376  -2.15936  0.107
C  1.16082  2.29043  -1.69269  -0.202
C  -4.82898  -0.61476  -4.04966  -0.295
H  0.95802  4.81988  -1.09542  0.083
C  -3.27076  1.31013  -0.75045  -0.221
Cl  3.56314  5.89528  -6.97947  0.542
C  -0.93079  1.85222  -0.00552  -0.115
H  -5.65383  1.63197  0.50938  0.106
C  5.58288  -3.46719  -0.37498  -0.659
H  -3.32218  0.56662  0.07756  0.111
H  -10.40645  0.94774  2.41569  0.069
H  -3.48257  2.28897  -0.26788  0.085
H  -1.64455  2.06258  -2.09015  0.111
O  1.81271  1.05801  -2.16928  -0.188
H  -1.38227  0.37317  -1.52118  0.117
H  -4.48994  -1.60158  -4.43641  0.117
Cl  6.71376  -5.62595  7.74384  0.525
Cl  -8.08728  2.67375  2.35398  0.591
C  4.16378  -9.20791  7.38844  -0.653
O  -6.05711  1.03536  -1.50650  -0.234
C  -9.81101  3.01246  2.64998  -0.649
Cl  6.99046  -5.05016  1.36010  0.554
H  4.11257  3.21527  -6.03973  0.075
H  -1.33602  2.83017  0.31365  0.121
Cl  -10.69312  1.93841  0.29554  0.546
H  -11.73484  2.11086  2.38800  0.072
H  -6.55801  3.99189  0.08270  0.057
C  2.47489  5.47944  -2.53092  -0.595
C  5.05597  4.92486  -6.96842  -0.663
H  4.95783  -8.68153  7.91641  0.064
H  -6.71590  0.38622  -4.43124  0.078
H  0.93921  2.72628  0.35186  0.142
C  6.72677  -5.08956  5.05707  -0.662
H  3.25935  4.92839  -3.09360  -0.074
H  0.47336  2.74160  -2.42505  0.145
H  2.06840  -8.95798  6.91458  0.067
H  6.82971  -5.49597  4.05139  0.015
C  -1.79143  1.36340  -1.24207  -0.208
H  5.67260  -3.13490  1.75992  0.064
H  2.55961  5.19057  -0.37241  0.110
H  5.63059  -4.29213  -1.08377  0.068
H  4.66060  -2.91405  -0.55442  0.058
O  0.93162  -1.19378  -1.09330  -0.270
C  2.05169  4.70415  -1.22566  -0.253
Cl  6.92907  -2.35613  -0.73137  0.536
C  0.60206  1.87500  -0.28755  -0.316
S  1.91023  -0.08506  -0.97838  0.762
H  4.70715  -4.52672  1.26670  0.076


(2)
# C8H9NO

The molecule C8H9NO at a distorted geometry (ωB97M-V/def2-TZVPD, the Open Molecules 2025 dataset).

Output
LUMO level = -0.75 eV
HOMO level = -0.362 Ha
HOMO-LUMO gap = 9.1 eV

Last column: Löwdin charge in e.
Cartesian coordinates (Å):
C  -1.95095  1.43522  1.38725  0.028
H  2.47327  -0.34799  -1.42477  0.093
C  0.85367  -0.28394  0.88239  -0.072
C  -0.37457  -1.81421  -0.81597  -0.016
C  1.76045  -0.36698  1.83437  -0.199
H  -1.46724  0.83519  2.08256  0.062
C  -0.97463  1.61765  0.24621  -0.392
N  2.66654  -0.51687  2.51926  0.185
O  -0.93091  2.57373  -0.49547  0.115
C  -0.01854  0.55935  0.22266  0.034
H  1.30073  -0.64370  -2.65100  0.069
H  -2.27516  2.31591  1.84883  0.078
H  -0.56500  -2.26641  0.18206  0.096
H  -2.78948  0.93220  0.99340  0.086
C  0.54093  -0.62327  -0.56533  -0.375
H  1.34077  0.85152  -1.86630  0.064
H  0.20205  -2.60071  -1.45472  0.124
C  1.43626  -0.17567  -1.70969  -0.010
H  -1.22820  -1.48101  -1.21573  0.031


(3)
# C5H12O2

The molecule C5H12O2 (ωB97M-V/def2-TZVPD, the Open Molecules 2025 dataset).

Output
LUMO level = 0.74 eV
HOMO level = -0.361 Ha
HOMO-LUMO gap = 10.6 eV

Last column: Löwdin charge in e.
Cartesian coordinates (Å):
H  1.41227  -1.08398  -0.82282  0.115
H  0.05635  -2.96220  0.21878  0.078
H  0.43332  -2.31780  1.81665  0.071
H  -0.75560  0.93410  -2.41020  0.086
O  -0.35829  2.08500  0.74127  -0.043
C  -1.04355  1.52666  -1.53340  -0.046
H  -0.00359  2.95648  0.54060  0.103
C  0.80655  -2.40450  0.79292  -0.106
H  -2.07839  1.28197  -1.27325  0.090
H  -0.99404  -0.76029  -0.49984  0.144
O  -0.92326  -0.24030  1.43299  -0.025
H  1.73204  -2.98840  0.80166  0.069
C  -0.30017  -0.23175  0.16821  -0.369
H  -0.99682  2.58508  -1.81544  0.078
H  1.75328  -0.45454  0.79003  0.119
H  0.92745  1.34745  -0.69543  0.139
H  -0.56511  0.52135  1.91250  0.090
C  1.01353  -1.01510  0.19966  -0.215
C  -0.11596  1.22075  -0.36490  -0.378


(4)
# C4H9NO

The molecule C4H9NO (ωB97M-V/def2-TZVPD, the Open Molecules 2025 dataset).

Output
LUMO level = 0.41 eV
HOMO level = -0.260 Ha
HOMO-LUMO gap = 7.5 eV

Last column: Löwdin charge in e.
Cartesian coordinates (Å):
O  -0.21447  -0.92754  1.30669  0.136
H  -1.38511  1.34954  -0.51806  0.137
H  2.20713  -1.36652  -0.07110  0.084
C  1.01205  0.44086  -0.24569  -0.171
C  -0.21954  -0.07082  0.46884  -0.414
C  -2.81919  -0.31943  -0.33232  -0.100
H  -2.53066  -1.28797  0.11138  -0.035
C  2.27390  -0.30426  0.17973  -0.095
H  3.15390  0.11776  -0.31585  0.077
H  1.11178  1.51361  -0.02267  0.124
H  -2.66748  -0.42142  -1.41735  -0.053
H  0.84621  0.36995  -1.32852  0.126
H  2.41842  -0.23028  1.26171  0.082
N  -1.50258  0.56393  0.12191  -0.020
H  -1.96345  0.89610  0.96030  0.123


(5)
# C3H7FN2O

The molecule C3H7FN2O at a distorted geometry (ωB97M-V/def2-TZVPD, the Open Molecules 2025 dataset).

Output
LUMO level = 0.89 eV
HOMO level = -0.368 Ha
HOMO-LUMO gap = 10.9 eV

Last column: Löwdin charge in e.
Cartesian coordinates (Å):
H  1.76135  -0.03066  0.14169  0.009
H  -1.04625  0.59961  -1.45693  0.122
N  0.49433  -1.27089  -0.17786  0.039
C  -0.81480  -0.73024  0.16300  -0.470
F  1.24711  1.33632  -0.72946  -0.033
C  0.08380  1.66697  -0.15362  -0.233
H  -1.94290  0.76761  0.07990  0.113
C  -0.99188  0.60636  -0.38512  -0.140
H  -0.35711  2.58689  -0.79140  0.161
H  0.56421  -2.30459  0.00107  0.131
H  0.17339  1.86567  0.93286  0.127
N  -1.81611  -1.36556  0.53255  0.173
O  1.35191  -0.50606  0.81419  -0.050
H  -1.60215  -2.26635  0.91602  0.052


(6)
# CHCl2O3S

An isolated ion of composition CHCl2O3S and charge -1 at a distorted geometry (ωB97M-V/def2-TZVPD, the Open Molecules 2025 dataset).

Output
Total charge = -1
LUMO level = 3.40 eV
HOMO level = -0.199 Ha
HOMO-LUMO gap = 8.8 eV

Last column: Löwdin charge in e.
Cartesian coordinates (Å):
O  0.42160  -0.36956  -2.27608  -0.435
Cl  -1.92972  1.25519  0.71656  0.486
C  -0.27041  0.65657  0.69946  -1.147
Cl  0.91083  2.01364  0.69416  0.448
O  -0.81589  -1.59319  -0.44838  -0.417
H  -0.19281  -0.03462  1.54323  0.017
O  1.55490  -1.16634  -0.16577  -0.381
S  0.32149  -0.76169  -0.76318  0.430


(7)
# CH4NOP

The molecule CH4NOP at a distorted geometry (ωB97M-V/def2-TZVPD, the Open Molecules 2025 dataset).

Output
LUMO level = 1.06 eV
HOMO level = -0.330 Ha
HOMO-LUMO gap = 10.0 eV

Last column: Löwdin charge in e.
Cartesian coordinates (Å):
H  -0.00914  2.08262  0.24770  0.083
H  0.08979  -2.19423  -0.98967  0.030
N  0.26268  1.16637  0.76953  -0.255
H  0.97279  -0.46164  -0.99757  0.095
C  0.13323  -1.21981  -0.62674  -0.337
O  -1.07607  -0.49408  -0.88278  -0.451
P  -0.77023  -0.27945  0.74581  0.860
H  0.39695  1.40022  1.73371  -0.023


(8)
# C7H10N2O2

The molecule C7H10N2O2 at a distorted geometry (ωB97M-V/def2-TZVPD, the Open Molecules 2025 dataset).

Output
LUMO level (alpha / beta) = -0.93 / -0.93 eV
HOMO level (alpha / beta) = -0.275 / -0.275 Ha
HOMO-LUMO gap (alpha / beta) = 6.6 / 6.6 eV

Last column: Löwdin charge in e.
Cartesian coordinates (Å):
C  -1.06424  0.77561  1.12779  -0.080
C  1.49502  -1.18929  0.76278  -0.034
H  1.07393  3.05732  -0.26427  0.110
H  -0.04020  -0.44120  -2.25295  0.118
N  -1.89425  0.33521  0.13383  -0.389
H  -1.15805  -2.27189  -1.11456  0.147
H  2.27272  -0.32517  0.79355  0.118
C  0.41918  -0.13348  -1.32150  -0.127
H  2.05681  -2.10950  0.66857  0.073
H  -0.40911  -2.97281  0.10809  0.107
H  0.38562  2.10494  1.90047  0.133
H  1.04453  -1.12190  1.77471  0.080
H  -1.44059  0.62788  2.07570  0.103
C  0.55297  2.08620  -0.23782  -0.091
C  0.63213  1.28977  -1.36579  -0.040
O  -2.95237  -0.19703  0.54669  -0.012
O  -1.81183  0.50777  -1.08195  0.023
N  -0.24128  -2.22378  -0.56343  0.115
C  0.00717  1.61591  0.96840  -0.057
C  0.42989  -1.03310  -0.31937  -0.381
H  0.64194  1.61854  -2.33894  0.086


(9)
# Na10O8S2

Na10O8S2 as an isolated structure at a distorted geometry (ωB97M-V/def2-TZVPD, the Open Molecules 2025 dataset).

Output
Total charge = +6
LUMO level = -21.29 eV
HOMO level = -0.865 Ha
HOMO-LUMO gap = 2.2 eV

Last column: Löwdin charge in e.
Cartesian coordinates (Å):
Na  -2.78876  2.58453  1.57925  0.842
Na  -0.65526  2.81753  -1.00684  0.727
Na  -2.93640  0.47442  -1.21155  0.792
S  -0.67247  -0.48201  0.65652  0.282
Na  -0.38697  -3.12764  2.24882  0.861
Na  0.42744  -2.10195  -1.88337  0.740
O  -0.96475  0.95853  0.45154  -0.383
Na  2.91105  -1.75213  0.17923  0.787
Na  2.10076  1.61975  0.92148  0.737
S  2.28012  0.91694  -2.13644  0.326
Na  -2.92094  -0.97360  2.95039  0.819
O  -0.83567  -0.70653  2.10521  -0.438
Na  -3.38530  -2.96797  -0.14912  0.884
O  2.94546  0.33809  -0.93082  -0.418
Na  -0.31735  1.10156  3.62627  0.839
O  1.43568  2.08605  -1.80414  -0.319
O  0.67140  -0.87790  0.28815  -0.291
O  -1.69243  -1.21451  -0.08209  -0.363
O  3.28762  1.46032  -3.03727  -0.089
O  1.49675  -0.15350  -2.76520  -0.335